<A>
{
  "formula": "CH2O4S2",
  "method": "ωB97M-V with the def2-TZVPD basis set",
  "elements": ["C", "O", "O", "O", "O", "S", "S", "H", "H"],
  "xyz": [[-0.577, 0.516, 1.163], [-3.258, 0.721, 0.646], [2.155, 0.499, 0.593], [-1.837, -0.241, -1.238], [0.719, 2.088, -0.553], [-1.903, 0.804, -0.153], [0.848, 0.724, -0.030], [-0.234, -0.460, 1.431], [0.755, 0.061, -1.356]],
  "spin_multiplicity": 1,
  "homo_energy_ev": 1.1,
  "charge": -2,
  "mol_weight_g_mol": 142.157
}



<B>
{
  "formula": "CH2O4S2",
  "method": "ωB97M-V with the def2-TZVPD basis set",
  "elements": ["C", "O", "O", "O", "O", "S", "S", "H", "H"],
  "xyz": [[-0.421, -0.435, 0.640], [-2.443, 1.271, -0.002], [0.572, -3.143, -2.207], [-2.806, -0.223, 1.887], [2.675, -1.848, -2.078], [-1.752, 0.569, 1.192], [1.180, -1.803, -1.913], [0.236, -0.993, 1.326], [0.128, 0.344, 0.102]],
  "spin_multiplicity": 1,
  "homo_energy_ev": [0.0, 1.2],
  "charge": -2,
  "mol_weight_g_mol": 142.157
}



<C>
{
  "formula": "CH2O4S2",
  "method": "ωB97M-V with the def2-TZVPD basis set",
  "elements": ["C", "O", "O", "O", "O", "S", "S", "H", "H"],
  "xyz": [[0.028, -0.131, 1.154], [2.195, -0.788, 2.714], [0.235, -0.812, -1.974], [0.139, 0.741, 2.408], [-1.260, 1.242, -2.092], [1.606, 0.298, 1.923], [-1.111, -0.224, -1.633], [0.021, 0.598, 0.366], [-1.853, -0.926, -2.867]],
  "spin_multiplicity": 1,
  "homo_energy_ev": 0.3,
  "charge": -2,
  "mol_weight_g_mol": 142.157
}



Most stable: <B>



<A>
{
  "formula": "C3H9NO2S",
  "method": "ωB97M-V with the def2-TZVPD basis set",
  "elements": ["C", "O", "C", "C", "S", "N", "H", "H", "H", "H", "H", "H", "H", "H", "H", "O"],
  "xyz": [[0.067, 0.434, 0.714], [0.358, -0.147, 1.968], [-0.923, -0.440, -0.051], [-0.312, -1.302, -1.161], [0.481, -0.390, -2.560], [-2.071, 0.350, -0.520], [0.936, 0.604, 0.063], [-0.373, 1.429, 0.876], [-1.247, -1.142, 0.726], [0.390, -2.013, -0.708], [-1.128, -1.848, -1.647], [-2.396, -0.051, -1.397], [-1.713, 1.254, -0.812], [0.791, 0.540, 2.547], [2.339, 1.336, 3.187], [1.618, 1.579, 3.781]],
  "spin_multiplicity": 1,
  "homo_energy_ev": 0.0,
  "charge": -2,
  "mol_weight_g_mol": 123.177
}



<B>
{
  "formula": "C3H9NO2S",
  "method": "ωB97M-V with the def2-TZVPD basis set",
  "elements": ["C", "O", "C", "C", "S", "N", "H", "H", "H", "H", "H", "H", "H", "H", "H", "O"],
  "xyz": [[-0.222, -0.381, -0.270], [-1.249, -0.671, -1.127], [-0.164, 1.007, 0.367], [0.870, 0.894, 1.500], [2.739, 1.128, 1.333], [0.096, 2.038, -0.639], [-0.234, -1.120, 0.527], [0.842, -0.639, -0.634], [-1.298, 1.058, 0.674], [0.766, 0.010, 2.188], [0.548, 1.664, 2.211], [1.065, 2.426, -0.371], [0.023, 1.412, -1.504], [-1.274, -1.619, -1.209], [-0.857, -3.795, -1.412], [-1.651, -3.412, -1.634]],
  "spin_multiplicity": 1,
  "homo_energy_ev": -0.1,
  "charge": -2,
  "mol_weight_g_mol": 123.177
}



<C>
{
  "formula": "C3H9NO2S",
  "method": "ωB97M-V with the def2-TZVPD basis set",
  "elements": ["C", "C", "S", "N", "C", "O", "H", "H", "H", "H", "H", "H", "H", "H", "H", "O"],
  "xyz": [[0.424, 1.590, 0.407], [-0.945, 2.381, 0.362], [-0.764, 4.135, 0.745], [0.493, 0.157, 0.467], [0.609, -0.921, -0.535], [0.652, -2.153, 0.015], [0.800, 2.071, 1.326], [1.076, 1.951, -0.417], [-1.339, 2.183, -0.648], [-1.520, 1.880, 1.149], [0.488, -0.120, 1.425], [-0.178, -0.749, -1.298], [1.547, -0.719, -1.093], [0.030, -3.194, -0.429], [-1.118, -4.303, -0.535], [-0.254, -4.189, -0.940]],
  "spin_multiplicity": 1,
  "homo_energy_ev": 0.1,
  "charge": -2,
  "mol_weight_g_mol": 123.177
}



<D>
{
  "formula": "C3H9NO2S",
  "method": "ωB97M-V with the def2-TZVPD basis set",
  "elements": ["C", "C", "S", "N", "C", "O", "H", "H", "H", "H", "H", "H", "H", "H", "H", "O"],
  "xyz": [[-0.538, -0.561, 0.552], [-1.664, -0.553, -0.467], [-3.281, -0.340, 0.362], [0.634, -1.290, 0.017], [2.002, -0.681, 0.186], [2.292, 0.334, -0.600], [-0.237, 0.468, 0.928], [-0.933, -1.019, 1.461], [-1.633, -1.542, -0.970], [-1.532, 0.184, -1.270], [0.467, -1.450, -0.970], [2.634, -1.559, -0.149], [2.081, -0.402, 1.350], [2.711, 2.004, -0.435], [2.308, 3.445, -0.482], [3.103, 2.914, -0.284]],
  "spin_multiplicity": 1,
  "homo_energy_ev": 0.4,
  "charge": -2,
  "mol_weight_g_mol": 123.177
}



Most stable: <A>



<A>
{
  "formula": "C2H8NO2P",
  "method": "ωB97M-V with the def2-TZVPD basis set",
  "elements": ["C", "C", "N", "O", "O", "P", "H", "H", "H", "H", "H", "H", "H", "H"],
  "xyz": [[0.172, 1.409, -1.033], [0.246, -0.030, 1.413], [1.671, -0.770, -0.859], [2.347, -1.655, -0.059], [-2.766, -1.410, -0.374], [0.275, -0.292, -0.316], [0.120, 1.385, -2.067], [-0.788, 1.784, -0.541], [1.175, 1.806, -0.678], [-0.646, -0.423, 1.956], [1.250, -0.133, 1.920], [0.090, 1.041, 1.480], [3.205, -1.816, -0.432], [-2.462, -1.952, 0.343]],
  "spin_multiplicity": 1,
  "homo_energy_ev": [-7.5, -9.2],
  "mol_weight_g_mol": 109.065
}



<B>
{
  "formula": "C2H8NO2P",
  "method": "ωB97M-V with the def2-TZVPD basis set",
  "elements": ["C", "P", "C", "O", "N", "O", "H", "H", "H", "H", "H", "H", "H", "H"],
  "xyz": [[1.416, 0.436, -1.013], [0.040, 0.589, 0.185], [0.301, -0.594, 1.552], [-0.272, 1.968, 0.556], [-1.198, -0.081, -0.819], [-2.179, -0.793, -0.027], [0.915, 0.592, -1.920], [2.055, 1.309, -1.045], [2.130, -0.438, -0.908], [0.956, -1.537, 1.398], [0.909, 0.062, 2.279], [-0.697, -0.905, 1.879], [-1.701, 0.679, -1.365], [-2.675, -1.286, -0.750]],
  "spin_multiplicity": 1,
  "homo_energy_ev": -9.4,
  "mol_weight_g_mol": 109.065
}



Most stable: <B>



<A>
{
  "formula": "C10H17N2O2",
  "method": "ωB97M-V with the def2-TZVPD basis set",
  "elements": ["C", "C", "C", "C", "C", "C", "C", "C", "C", "C", "N", "N", "O", "O", "H", "H", "H", "H", "H", "H", "H", "H", "H", "H", "H", "H", "H", "H", "H", "H", "H"],
  "xyz": [[3.542, -0.530, -1.074], [3.462, 0.215, -0.006], [2.402, -1.081, -1.858], [2.101, 0.701, 0.566], [-3.160, 0.620, -0.678], [-2.219, 1.704, -0.151], [-2.805, -0.610, 0.161], [-0.735, 1.258, -0.247], [-1.324, -1.029, 0.113], [-0.408, 0.016, 0.587], [1.186, -1.048, -1.598], [1.030, -0.288, 0.487], [1.490, -1.205, 2.496], [1.562, -1.440, 1.055], [4.482, -0.891, -1.514], [4.415, 0.376, 0.506], [2.782, -1.571, -2.793], [2.247, 0.847, 1.673], [1.809, 1.669, -0.009], [-4.277, 0.923, -0.446], [-2.889, 0.438, -1.668], [-2.457, 2.605, -0.742], [-2.454, 1.809, 0.952], [-3.159, -0.315, 1.112], [-3.421, -1.433, -0.104], [-0.504, 1.173, -1.245], [-0.216, 2.088, 0.286], [-1.506, -1.954, 0.691], [-1.047, -1.450, -0.902], [-0.698, 0.219, 1.618], [0.773, -1.817, 2.734]],
  "spin_multiplicity": 1,
  "homo_energy_ev": [-13.7, -13.7],
  "charge": 1,
  "mol_weight_g_mol": 197.258
}



<B>
{
  "formula": "C10H17N2O2",
  "method": "ωB97M-V with the def2-TZVPD basis set",
  "elements": ["C", "C", "C", "C", "N", "C", "N", "C", "O", "C", "C", "C", "C", "O", "H", "H", "H", "H", "H", "H", "H", "H", "H", "H", "H", "H", "H", "H", "H", "H", "H"],
  "xyz": [[2.949, -0.018, -1.190], [2.065, -0.237, 0.093], [2.654, -1.323, 1.028], [1.859, 1.057, 0.791], [0.504, 1.648, 0.330], [0.078, 0.658, -0.675], [0.715, -0.500, -0.251], [-0.372, -1.284, 0.064], [-0.511, -2.436, 0.273], [-1.346, -0.036, -0.302], [-2.536, -0.413, -1.228], [-3.633, -0.511, -0.246], [-3.301, 0.548, 0.822], [-1.828, 0.535, 0.899], [3.880, 0.418, -0.760], [2.339, 0.549, -1.900], [3.144, -1.003, -1.658], [3.673, -1.129, 1.393], [2.595, -2.328, 0.489], [1.888, -1.544, 1.841], [1.696, 0.911, 1.886], [2.631, 1.854, 0.619], [-0.034, 1.804, 1.214], [0.770, 2.525, -0.127], [0.296, 0.988, -1.761], [-2.235, -1.307, -1.851], [-2.693, 0.562, -1.875], [-4.656, -0.243, -0.636], [-3.423, -1.516, 0.309], [-3.683, 1.453, 0.518], [-3.482, 0.319, 1.893]],
  "spin_multiplicity": 1,
  "homo_energy_ev": -12.9,
  "charge": 1,
  "mol_weight_g_mol": 197.258
}



Most stable: <B>